No. 1
Entry from the Open Molecules 2025 dataset: 2 unconnected molecules or ions with the total composition C3H7NO (ωB97M-V/def2-TZVPD).

Output
net charge	0
SMILES	NC=O.C=C
DFT total energy	-6761.05588	eV

Each line ends with the Löwdin charge.
Element x y z (Å)
C  -0.1172  -0.7058  -3.2403  -0.083
C  1.1149  -0.4164  -2.8236  -0.082
H  -0.2719  -1.6236  -3.7885  0.040
H  -0.9879  -0.0722  -3.1311  0.042
H  1.9205  -0.9852  -3.2740  0.043
H  1.3911  0.3962  -2.1674  0.040
C  -0.0394  0.5610  3.5235  -0.419
N  -1.0131  0.5233  2.5533  0.104
O  -0.2111  1.1664  4.5586  0.005
H  0.8699  -0.0039  3.2585  0.122
H  -1.6942  1.2402  2.7704  0.104
H  -0.9616  -0.0800  1.7606  0.083

***

No. 2
Entry from the Open Molecules 2025 dataset: a molecular structure, C14H16CsIO2 (ωB97M-V/def2-TZVPD).

Output
net charge	0
DFT total energy	-27518.40163	eV

Each line ends with the Löwdin charge.
Element x y z (Å)
Cs  0.3098  -0.8929  0.0683  1.067
C  1.4764  -1.9756  3.2059  -0.115
O  0.8000  -2.6700  2.1753  -0.401
C  1.3522  -3.9418  1.8801  -0.202
C  2.5765  -3.8794  0.9733  -0.203
O  2.3004  -3.3652  -0.3155  -0.266
C  1.7376  -4.3154  -1.2004  -0.099
H  1.4702  -2.5532  4.1352  0.097
H  0.9402  -1.0420  3.3703  0.090
H  2.5129  -1.7452  2.9400  0.091
H  0.5567  -4.5111  1.3963  0.125
H  1.6187  -4.4651  2.8062  0.132
H  3.0094  -4.8847  0.8977  0.131
H  3.3356  -3.2262  1.4075  0.125
H  2.3671  -5.2086  -1.2663  0.095
H  1.6836  -3.8473  -2.1808  0.096
H  0.7303  -4.6193  -0.8963  0.088
I  0.6138  0.9634  -2.9028  0.808
C  -0.6148  2.6249  -2.4549  -0.631
C  -0.7555  3.5803  -3.4190  -0.178
C  -1.5698  4.6995  -3.1617  -0.097
C  -2.2086  4.8123  -1.9593  -0.049
C  -2.0627  3.8206  -0.9598  -0.184
C  -2.7266  3.9340  0.2830  -0.069
C  -2.5665  2.9617  1.2274  -0.114
C  -1.7359  1.8479  0.9671  -0.224
C  -1.0444  1.6457  -0.2134  -0.341
C  -1.2382  2.6763  -1.1866  -0.303
H  -0.2506  3.4857  -4.3711  0.081
H  -1.6819  5.4594  -3.9244  0.098
H  -2.8408  5.6684  -1.7513  0.106
H  -3.3568  4.7976  0.4638  0.102
H  -3.0762  3.0440  2.1824  0.091
H  -1.6620  1.1211  1.7840  0.052

***

No. 3
Entry from the Open Molecules 2025 dataset: 40 unconnected molecules or ions with the total composition H80O40 (ωB97M-V/def2-TZVPD).

Output
net charge	0
DFT total energy	-83187.72836	eV

Each line ends with the Löwdin charge.
Element x y z (Å)
H  4.0533  3.0520  -0.8533  0.037
H  4.5485  3.8606  0.3069  -0.044
O  4.7965  3.5067  -0.4450  0.016
H  -1.7228  -5.3955  -2.5177  -0.012
H  -2.9912  -4.7469  -3.0196  0.044
O  -2.3197  -5.4587  -3.2518  -0.071
H  0.0426  0.1271  -5.2308  -0.030
H  0.2623  -0.9799  -6.2227  0.098
O  0.7382  -0.3236  -5.6336  -0.032
H  -1.1823  1.9327  -1.9848  -0.087
H  -1.4925  1.9098  -3.3565  0.125
O  -0.9693  1.3479  -2.5674  -0.042
H  0.0238  -4.1285  2.7869  0.053
H  -0.2307  -5.5762  3.0227  0.004
O  -0.2348  -4.7982  3.5644  -0.089
H  1.5546  -2.6127  6.2246  -0.028
O  2.2890  -2.1828  6.0476  -0.007
H  0.1602  0.5226  0.3279  0.058
O  0.0113  0.1472  -0.5328  -0.007
H  -2.5840  0.9393  3.1648  -0.080
H  -3.8510  0.3380  2.2231  0.081
O  -3.4651  0.8932  3.0265  -0.050
H  2.1082  -0.0693  5.2323  -0.111
H  3.2982  0.6484  5.1093  -0.050
O  2.6721  0.4041  5.6282  0.123
H  -5.3534  -0.2113  -3.2389  0.073
H  -4.0553  0.0288  -2.2361  0.023
O  -4.9936  -0.2437  -2.3117  -0.095
H  -2.6606  4.7607  1.8056  -0.002
H  -3.7875  5.2493  1.0498  0.033
O  -2.8746  5.4188  1.1870  -0.013
H  -0.8148  0.8613  6.1317  0.039
O  -0.3758  0.0190  6.2882  -0.076
H  2.3681  3.8654  3.1798  -0.077
H  1.7467  4.4743  4.3203  0.058
O  1.5788  4.1949  3.4118  0.005
H  0.9413  -6.2025  0.1619  -0.025
H  0.3953  -4.8649  0.0547  0.056
O  1.0601  -5.4077  0.5394  0.003
H  1.1751  -2.5981  2.9516  0.086
H  2.2486  -1.7555  3.9730  0.028
O  1.4952  -1.7059  3.3508  -0.097
H  -2.9146  -5.0461  -1.0416  -0.035
H  -3.5367  -3.7873  -0.4958  -0.071
O  -2.9136  -4.3626  -0.4842  0.095
H  -5.0394  -1.7739  0.6071  0.039
H  -3.6162  -1.2033  0.6115  -0.001
O  -4.5050  -1.0673  0.9293  -0.045
H  4.4702  -1.4452  -0.9878  0.000
H  5.2102  -1.5063  0.3463  0.028
O  4.3504  -1.4998  -0.0349  -0.042
H  -3.4572  3.4964  -1.9236  0.005
O  -3.8003  3.2490  -2.7894  -0.062
H  -2.4316  -1.5814  3.1691  0.122
H  -2.0389  -2.9437  2.3178  -0.027
O  -2.7436  -2.3434  2.4517  -0.090
H  3.9358  -2.9078  -1.9618  0.077
O  4.5998  -3.0238  -2.7790  -0.116
H  3.6564  2.3117  -4.4591  0.131
H  2.1760  1.9810  -3.7669  0.054
O  3.0932  2.3557  -3.5747  -0.110
H  4.8406  2.6769  1.9909  0.106
H  3.6877  1.7012  2.4139  -0.096
O  3.9186  2.4926  2.4239  0.043
H  -3.9294  2.2788  0.5519  0.005
H  -3.0321  3.3929  -0.0509  0.040
O  -3.1081  2.7138  0.6778  -0.059
H  -1.5164  -1.3778  -0.6286  -0.008
H  -2.1118  -2.5091  -1.4077  0.108
O  -2.3188  -1.4627  -1.1314  -0.100
H  -0.2525  2.9003  2.4736  0.052
H  -1.5746  2.7945  1.7740  0.040
O  -0.7002  3.2883  1.6730  -0.103
H  0.5289  3.4575  -4.5856  0.051
H  -0.4349  2.6614  -5.3754  0.014
O  0.1599  2.5927  -4.6914  -0.001
H  2.9347  0.8425  -1.4998  -0.015
H  4.3482  1.4068  -1.9314  0.109
O  3.7226  1.1672  -1.1622  -0.054
H  -0.9940  4.8234  0.2934  -0.002
H  -0.3947  3.8329  -0.6533  -0.028
O  -1.0813  4.3865  -0.5203  -0.012
H  2.1651  -0.9503  -2.3767  -0.016
H  1.7383  -1.1194  -1.2667  -0.024
O  1.5703  -1.5699  -2.0392  0.015
H  -1.0846  -0.4906  4.1777  -0.085
H  0.2728  -0.5362  3.5765  0.015
O  -0.6041  -0.0796  3.5922  -0.018
H  1.9639  5.9637  -3.0845  0.015
O  1.5494  5.9121  -2.2345  -0.038
H  -5.5447  1.0318  -0.4041  -0.050
H  -6.4843  0.6607  0.7710  0.037
O  -6.1689  1.3523  0.1950  -0.026
H  -4.1245  2.3108  -2.5745  0.055
H  2.9342  -2.8938  5.7198  0.095
H  4.1607  -2.5016  -3.4842  0.003
H  0.2604  0.7525  -1.1819  -0.017
H  0.4140  0.5541  6.6500  0.083
H  0.6275  6.0847  -2.3880  0.019
O  3.4211  -0.6561  -4.3806  0.043
H  2.7743  -0.9478  -4.9393  -0.008
H  3.6450  0.1674  -4.1206  -0.045
O  -3.3681  0.4105  -4.0981  -0.112
H  -2.3309  0.7474  -4.1573  0.113
H  -3.9340  1.0689  -4.4990  0.037
O  -0.5488  -3.2338  -2.9833  -0.132
H  0.3433  -2.9200  -2.9420  -0.037
H  -1.0631  -2.2474  -2.6362  0.151
O  6.0532  1.4086  0.4161  -0.113
H  5.3351  2.1386  0.5897  0.015
H  5.5433  1.0280  -0.3135  -0.014
O  4.5776  -2.3633  4.4560  -0.073
H  4.0728  -1.5241  4.7176  0.055
H  5.0830  -2.4289  3.6337  0.055
O  0.3945  -2.5149  1.2555  -0.053
H  0.8427  -2.9115  0.5775  -0.022
H  1.1356  -1.8493  1.6080  0.111
O  -5.1126  -3.1892  -2.8424  -0.065
H  -5.1399  -2.5262  -2.1132  0.029
H  -5.0804  -2.7504  -3.6999  0.037

***

Energy relative to the best compared isomer or geometry (same formula, charge and spin) in kJ/mol, matching the order above: 163.5, 14.1, 1745.1